The following is a quantum chemistry calculation of a structure of composition C22H43Cl3IrNOP at a distorted geometry, from OMol25.

## Properties
energy relative to the best compared isomer or geometry (same formula, charge and spin)	210.2	kJ/mol
LUMO level (spin up / spin down)	4.62 / 4.58	eV
charge	-2
E_tot	-76738.590	eV
HOMO-LUMO gap (spin up / spin down)	3.0 / 4.8	eV
HOMO (spin up / spin down)	1.60 / -0.24	eV
multiplicity	6

Last column: Mulliken charge in e.
CARTESIAN COORDINATES (ANGSTROEM)
1 C -0.285 -3.086 -2.710  0.76
2 C 1.054 -3.067 -3.048  0.74
3 C 1.482 -1.810 -3.498  1.17
4 C 1.913 -4.302 -3.101  -1.94
5 C 0.375 -0.899 -3.321  0.25
6 C -0.773 -1.699 -2.784  1.66
7 C -2.157 -1.356 -3.132  -1.76
8 C -1.118 -4.272 -2.412  -2.43
9 C 2.796 -1.510 -4.117  -2.19
10 C 0.186 0.320 -4.152  -1.80
11 Ir 0.055 -0.725 -1.214  -0.60
12 Cl 1.800 -2.228 -0.275  -0.49
13 Cl -1.268 -2.238 0.013  -0.47
14 Cl 1.977 0.432 -1.656  -0.56
15 H 1.568 -5.075 -2.382  0.35
16 H 2.986 -4.099 -2.890  0.35
17 H 1.818 -4.716 -4.131  0.34
18 H 3.666 -1.735 -3.477  0.32
19 H 2.868 -0.466 -4.388  0.36
20 H 2.911 -2.113 -5.021  0.41
21 H 1.071 0.956 -4.124  0.41
22 H -0.640 0.895 -3.746  0.35
23 H -0.021 0.049 -5.202  0.28
24 H -2.280 -0.271 -3.046  0.37
25 H -2.833 -1.765 -2.371  0.37
26 H -2.403 -1.702 -4.160  0.18
27 H -0.765 -4.825 -1.546  0.38
28 H -1.108 -4.944 -3.258  0.47
29 H -2.127 -3.980 -2.220  0.40
30 O -3.233 -0.340 -0.504  -0.61
31 H -4.180 -0.565 -0.663  -0.04
32 C -2.700 1.667 0.822  -1.67
33 C -1.881 1.280 2.043  2.87
34 C -2.074 2.334 3.144  -1.93
35 C -2.382 -0.062 2.537  -2.02
36 P -0.050 1.215 1.667  -0.35
37 N -0.118 0.555 0.089  1.28
38 C 0.673 2.888 1.377  2.43
39 C 1.008 3.536 2.714  -2.19
40 C 1.975 2.850 0.567  -1.67
41 C -0.300 3.781 0.608  -2.23
42 C 0.997 0.166 2.863  2.07
43 C 2.447 0.162 2.360  -1.46
44 C 0.840 0.670 4.348  -1.66
45 C 0.506 -1.331 2.823  -1.29
46 H -3.724 1.847 1.206  0.50
47 H -2.907 0.775 0.027  0.09
48 H -2.357 2.583 0.335  0.06
49 H -3.141 2.343 3.426  0.55
50 H -1.501 2.126 4.058  0.19
51 H -1.833 3.357 2.794  0.22
52 H -2.215 -0.862 1.782  0.15
53 H -1.975 -0.368 3.509  0.37
54 H -3.479 0.004 2.666  0.56
55 H 1.870 3.084 3.207  0.33
56 H 1.263 4.593 2.588  0.51
57 H 0.181 3.539 3.431  0.33
58 H 1.881 2.358 -0.421  0.05
59 H 2.242 3.893 0.374  0.55
60 H 2.823 2.381 1.030  0.31
61 H -0.566 3.359 -0.353  0.28
62 H -1.205 4.060 1.153  0.38
63 H 0.220 4.737 0.418  0.63
64 H 2.944 1.144 2.502  0.25
65 H 3.012 -0.583 2.965  0.52
66 H 2.497 -0.172 1.290  0.17
67 H -0.215 0.587 4.666  0.22
68 H 1.457 0.069 5.031  0.48
69 H 1.178 1.708 4.454  0.26
70 H -0.450 -1.518 3.303  0.27
71 H 0.461 -1.714 1.795  -0.04
72 H 1.264 -1.906 3.340  0.57

=====

The following is a quantum chemistry calculation of a structure of composition C22H43CoN2P3Se at a distorted geometry, from OMol25.

## Properties
energy relative to the best compared isomer or geometry (same formula, charge and spin)	335.1	kJ/mol
LUMO level (spin up / spin down)	-9.01 / -12.18	eV
charge	+3
E_tot	-157300.995	eV
HOMO-LUMO gap (spin up / spin down)	6.7 / 3.9	eV
HOMO (spin up / spin down)	-15.70 / -16.07	eV
multiplicity	5

Last column: Mulliken charge in e.
CARTESIAN COORDINATES (ANGSTROEM)
1 Co 1.257 0.158 -0.216  0.13
2 P -0.407 1.261 0.482  1.65
3 P 2.013 0.592 -2.096  0.61
4 P 2.429 0.177 1.548  1.05
5 H -0.637 -2.221 0.227  -0.26
6 C -0.938 -2.218 1.319  0.59
7 C -1.951 -1.525 1.861  -0.97
8 H -2.865 -1.227 1.321  0.39
9 C -2.209 1.360 0.108  -1.47
10 C 0.026 2.952 -0.149  -1.37
11 C -0.633 1.663 2.277  -1.47
12 C 2.963 -0.508 -3.161  -1.20
13 C 0.748 1.322 -3.189  -1.27
14 C 3.048 2.063 -1.760  -1.43
15 C 1.755 -0.424 3.162  -1.11
16 C 2.817 1.951 1.891  -1.32
17 C 4.131 -0.503 1.607  -1.08
18 H -0.203 -2.703 1.974  -0.12
19 H -1.893 -1.201 2.907  0.42
20 H -2.673 0.374 0.168  0.09
21 H -2.386 1.775 -0.890  0.45
22 H -2.677 2.018 0.855  0.58
23 H -0.029 2.968 -1.243  0.30
24 H 1.029 3.249 0.176  0.29
25 H -0.715 3.648 0.260  0.52
26 H -0.883 0.737 2.807  0.16
27 H -1.481 2.356 2.345  0.59
28 H 0.249 2.142 2.716  0.41
29 H 2.981 -0.067 -4.175  0.46
30 H 2.511 -1.516 -3.183  0.33
31 H 3.989 -0.564 -2.756  0.42
32 H 1.270 1.717 -4.063  0.58
33 H 0.215 2.136 -2.680  0.32
34 H 0.036 0.543 -3.477  0.23
35 H 3.447 2.349 -2.736  0.53
36 H 3.856 1.820 -1.059  0.37
37 H 2.410 2.863 -1.362  0.37
38 H 2.593 -0.521 3.867  0.46
39 H 1.275 -1.404 3.029  0.21
40 H 1.013 0.266 3.586  0.39
41 H 3.618 1.968 2.640  0.51
42 H 1.973 2.531 2.281  0.32
43 H 3.184 2.443 0.980  0.32
44 H 4.590 -0.206 2.570  0.54
45 H 4.719 -0.023 0.817  0.38
46 H 4.094 -1.593 1.427  0.31
47 C 2.077 -4.639 0.514  0.68
48 C 1.059 -5.176 1.361  -0.17
49 C 1.003 -6.561 1.595  -0.69
50 C 2.022 -7.416 1.110  -0.38
51 C 3.076 -6.864 0.359  -0.55
52 C 3.153 -5.486 0.136  -0.51
53 Se 1.860 -3.024 -0.453  -0.04
54 H 1.307 -0.908 0.797  -0.33
55 H 0.269 -4.515 1.734  0.20
56 H 0.137 -6.965 2.140  0.40
57 H 1.981 -8.497 1.298  0.41
58 H 3.839 -7.505 -0.092  0.39
59 H 3.959 -5.038 -0.442  0.41
60 N -5.201 -1.710 -4.351  -0.27
61 C -4.146 -1.405 -3.566  1.16
62 C -3.505 -0.150 -3.615  -1.13
63 C -2.365 0.032 -2.838  -0.27
64 N -1.852 -0.888 -2.018  0.31
65 C -2.478 -2.065 -1.937  -0.40
66 C -3.633 -2.371 -2.667  -0.85
67 H -5.566 -1.021 -4.978  0.27
68 H -5.641 -2.617 -4.294  0.27
69 H -3.867 0.635 -4.285  0.39
70 H -1.854 0.986 -2.909  0.58
71 H -1.998 -2.782 -1.269  0.54
72 H -4.081 -3.354 -2.556  0.37

=====

The following is a quantum chemistry calculation of a structure of composition C22H43N2OP2Yb at a distorted geometry, from OMol25.

## Properties
LUMO level (spin up / spin down)	-6.89 / -6.88	eV
charge	+2
E_tot	-78631.180	eV
HOMO-LUMO gap (spin up / spin down)	6.5 / 6.4	eV
HOMO (spin up / spin down)	-13.34 / -13.31	eV
multiplicity	2

Last column: Mulliken charge in e.
CARTESIAN COORDINATES (ANGSTROEM)
1 Yb 0.125 -0.035 0.259  -0.27
2 P 0.707 2.470 0.903  0.64
3 P -1.119 -1.271 -1.962  0.94
4 N -1.900 1.003 -0.047  -0.13
5 C -1.047 2.971 1.232  -0.79
6 H -1.074 3.400 2.243  0.43
7 H -1.274 3.782 0.517  0.53
8 C -2.111 1.838 1.105  -0.88
9 H -2.029 1.162 1.989  0.23
10 H -3.094 2.345 1.220  0.54
11 C -3.006 0.111 -0.303  -0.90
12 H -4.037 0.525 -0.299  0.54
13 H -2.984 -0.640 0.520  0.21
14 C -2.843 -0.629 -1.659  -0.87
15 H -3.068 0.060 -2.492  0.52
16 H -3.543 -1.476 -1.721  0.39
17 C -1.121 -3.084 -1.462  0.32
18 C 0.306 -3.595 -1.204  -1.14
19 H 0.266 -4.520 -0.610  0.48
20 H 0.900 -2.883 -0.612  0.23
21 H 0.845 -3.798 -2.137  0.31
22 C -0.714 -1.138 -3.740  0.82
23 C 0.671 -1.704 -4.078  -1.35
24 H 0.943 -1.386 -5.091  0.48
25 H 0.699 -2.797 -4.058  0.28
26 H 1.454 -1.329 -3.409  0.15
27 C 1.748 3.668 0.043  0.90
28 C 3.190 3.179 -0.144  -1.32
29 H 3.700 3.848 -0.845  0.48
30 H 3.239 2.174 -0.581  0.15
31 H 3.759 3.175 0.789  0.27
32 C 1.410 1.895 2.529  0.59
33 C 2.616 0.944 2.397  -1.25
34 H 2.834 0.535 3.394  0.50
35 H 3.511 1.460 2.034  0.31
36 H 2.433 0.077 1.742  0.25
37 C 2.310 -0.409 -0.966  0.32
38 C -1.816 -1.631 -4.674  -1.44
39 H -1.930 -2.719 -4.667  0.26
40 H -2.786 -1.177 -4.443  0.35
41 H -1.549 -1.330 -5.694  0.47
42 C 1.595 5.034 0.698  -1.48
43 H 2.062 5.775 0.044  0.47
44 H 0.541 5.313 0.813  0.38
45 H 2.080 5.087 1.677  0.27
46 C 1.676 3.039 3.512  -1.55
47 H 1.848 2.592 4.503  0.42
48 H 2.577 3.618 3.255  0.33
49 H 0.823 3.728 3.604  0.35
50 C -1.938 -4.045 -2.327  -1.61
51 H -1.432 -4.276 -3.275  0.35
52 H -2.037 -4.998 -1.777  0.43
53 H -2.952 -3.671 -2.538  0.33
54 H -1.617 -3.046 -0.478  0.42
55 H 0.602 1.279 2.954  0.00
56 H -0.648 -0.042 -3.869  0.32
57 H 1.303 3.727 -0.967  0.36
58 O 3.374 -0.686 -1.317  -0.16
59 H -0.612 2.422 -2.257  0.12
60 H 0.034 2.126 -2.511  -0.12
61 C -0.340 -3.391 3.649  -0.46
62 C -0.620 -3.285 2.310  -0.71
63 C -0.434 -2.029 1.717  -0.08
64 N 0.033 -0.960 2.384  0.20
65 C 0.341 -1.093 3.692  -0.09
66 C 0.143 -2.312 4.349  -0.83
67 H -0.499 -4.342 4.155  0.45
68 H -0.963 -4.107 1.654  0.47
69 H -0.719 -1.922 0.665  0.03
70 H 0.765 -0.248 4.267  0.40
71 H 0.397 -2.361 5.404  0.46